{"formula": "C25H18Cl3NO2PPd", "method": "ωB97M-V with the def2-TZVPD basis set", "symbols": ["Pd", "Cl", "C", "C", "C", "Cl", "C", "O", "C", "Cl", "C", "H", "H", "O", "N", "C", "C", "C", "C", "C", "C", "C", "P", "C", "C", "C", "C", "C", "C", "C", "C", "C", "C", "C", "C", "H", "H", "H", "H", "H", "H", "H", "H", "H", "H", "H", "H", "H", "H", "H", "H"], "coordinates": [[-0.2922, -1.7359, 0.1498], [6.2531, -4.4176, 2.3719], [4.6665, -3.8941, 2.2078], [4.2265, -3.2209, 1.0692], [2.9041, -2.7992, 0.9561], [2.4023, -2.0002, -0.4512], [1.9129, -3.0126, 1.9950], [0.7311, -2.6393, 1.9132], [2.3922, -3.7310, 3.1640], [1.3610, -4.0787, 4.4061], [3.7551, -4.1501, 3.2566], [4.9161, -3.0268, 0.2558], [4.0810, -4.6719, 4.1505], [-2.0481, -3.5432, -1.0037], [-1.8762, -2.1603, -1.2171], [-2.9641, -1.5645, -1.5277], [-3.1025, -0.1335, -1.7657], [-4.2735, 0.2401, -2.4239], [-4.4935, 1.5586, -2.8018], [-3.5424, 2.5210, -2.5145], [-2.3769, 2.1693, -1.8396], [-2.1426, 0.8524, -1.4587], [-0.6770, 0.6157, -0.4421], [-0.9129, 1.3926, 1.1420], [-1.7151, 0.7338, 2.0809], [-2.0065, 1.3454, 3.2870], [-1.5027, 2.6133, 3.5574], [-0.7119, 3.2745, 2.6231], [-0.4096, 2.6708, 1.4148], [0.7734, 1.1857, -1.2883], [1.9209, 1.5276, -0.5520], [3.0683, 1.9230, -1.2144], [3.0912, 1.9607, -2.6061], [1.9677, 1.5960, -3.3408], [0.8098, 1.2068, -2.6891], [-1.6551, -3.9838, -1.7749], [-3.8374, -2.1964, -1.6783], [-5.0156, -0.5128, -2.6567], [-5.4055, 1.8265, -3.3172], [-3.7035, 3.5523, -2.7979], [-1.6573, 2.9442, -1.6017], [-2.1499, -0.2391, 1.8632], [-2.6376, 0.8448, 4.0083], [-1.7365, 3.0944, 4.4978], [-0.3389, 4.2677, 2.8329], [0.1956, 3.1989, 0.6889], [1.9007, 1.5198, 0.5319], [3.9424, 2.2218, -0.6519], [3.9862, 2.2848, -3.1204], [1.9929, 1.6280, -4.4214], [-0.0661, 0.9411, -3.2671]], "forces_ev_per_a": [[-0.392, 0.132, 0.093], [-0.073, 0.043, -0.050], [0.059, -0.018, 0.008], [0.142, -0.037, -0.021], [-0.080, 0.060, -0.047], [0.233, -0.095, 0.022], [-0.299, -0.045, 0.063], [0.279, 0.136, -0.132], [-0.041, -0.046, 0.112], [0.102, 0.060, -0.166], [-0.029, -0.023, 0.067], [0.034, -0.017, 0.017], [0.036, -0.010, -0.007], [0.013, 0.006, -0.010], [-0.042, -0.111, 0.075], [0.088, 0.065, -0.080], [0.053, -0.051, -0.008], [0.018, 0.036, 0.008], [0.018, -0.009, 0.016], [-0.025, -0.014, -0.020], [-0.014, -0.023, 0.036], [-0.086, 0.099, -0.057], [0.085, -0.292, 0.083], [0.036, 0.208, -0.029], [-0.085, -0.007, 0.029], [0.019, 0.026, 0.009], [0.010, -0.017, -0.016], [-0.011, -0.020, 0.029], [-0.003, -0.035, 0.038], [0.023, 0.009, 0.019], [0.019, 0.002, 0.042], [-0.014, 0.004, -0.005], [-0.016, -0.002, -0.018], [-0.008, -0.008, 0.028], [0.007, -0.004, -0.055], [0.001, 0.005, 0.015], [-0.010, 0.032, -0.058], [-0.006, -0.010, -0.002], [-0.006, 0.001, 0.004], [-0.002, -0.002, -0.010], [0.009, -0.012, 0.014], [0.030, 0.017, -0.029], [0.002, 0.004, 0.013], [-0.009, 0.003, -0.005], [-0.005, 0.004, 0.010], [-0.035, -0.011, -0.003], [0.005, -0.038, -0.031], [-0.001, 0.003, 0.010], [0.005, -0.009, -0.001], [-0.009, 0.009, -0.003], [-0.022, 0.000, 0.006]], "lowdin_charge": [0.75, 0.94, -0.61, -0.02, -0.49, 0.92, -0.41, -0.04, -0.51, 1.06, 0.05, 0.14, 0.15, -0.03, -0.14, -0.03, -0.19, 0.01, 0.00, 0.00, -0.05, -0.28, 1.08, -0.37, -0.10, -0.04, -0.02, -0.03, -0.07, -0.38, -0.12, -0.05, -0.02, -0.03, -0.06, 0.13, 0.16, 0.13, 0.13, 0.13, 0.12, 0.10, 0.12, 0.13, 0.13, 0.11, 0.11, 0.12, 0.13, 0.13, 0.12], "total_charge": 3, "multiplicity": 5, "lumo_ev": [-10.03, -13.84], "e_homo_ev": [-16.33, -17.10], "energy_ev": -82105.752, "homo_lumo_gap_ev": [6.3, 3.3]}